Entry 1:
ORCA calculation (the ωB97M-V functional and the def2-TZVPD basis) on an isolated molecule of C17H21NO6.

The geometry in XYZ format:
```
45
Properties=species:S:1:pos:R:3
C 5.5996 0.1227 -1.8274
C 6.2515 -0.0521 -0.4618
C 5.4232 -0.9110 0.4943
C 4.1230 -0.2510 0.9490
O 3.1608 -0.3788 -0.0804
C 1.9229 0.1304 0.1017
C 1.4885 0.7990 1.2447
C 0.1931 1.2738 1.3116
C -0.6862 1.1231 0.2452
C -0.2538 0.4384 -0.8911
C 1.0295 -0.0527 -0.9592
H 1.3708 -0.5969 -1.8253
H -0.9319 0.2429 -1.7094
C -2.0777 1.6137 0.3920
O -2.6789 1.5818 1.4513
N -2.6353 2.1352 -0.7405
H -2.1496 1.9856 -1.6106
C -4.0644 2.3056 -0.8016
C -4.8085 0.9711 -0.7390
O -5.9999 0.8464 -0.7033
O -3.9305 -0.0345 -0.7032
C -4.4043 -1.3467 -0.4045
C -4.7176 -1.5011 1.0780
H -5.3752 -2.3568 1.2294
H -5.1773 -0.6097 1.4975
C -3.3244 -1.7583 1.6594
H -2.8203 -0.8177 1.9072
H -3.3256 -2.4155 2.5292
O -2.5890 -2.4111 0.6245
C -3.1436 -2.2284 -0.5670
O -2.7066 -2.6569 -1.5917
H -5.2208 -1.6144 -1.0796
H -4.3502 2.8483 -1.7032
H -4.3892 2.8800 0.0731
H -0.1535 1.7798 2.2002
H 2.1461 0.9458 2.0867
H 4.2967 0.8098 1.1766
H 3.7551 -0.7489 1.8571
H 5.1736 -1.8579 0.0134
H 6.0179 -1.1254 1.3844
H 6.4207 0.9278 -0.0083
H 7.2269 -0.5271 -0.5909
H 4.6390 0.6207 -1.7369
H 5.4367 -0.8455 -2.2945
H 6.2386 0.7166 -2.4773
```

## Properties
Energy above the lowest of the compared OMol25 structures with the same formula, charge and spin (eV): 0.000
DFT total energy (Ha): -1166.63602
SMILES: CCCCOc1ccc(C(=O)NCC(=O)O[C@@H]2CCOC2=O)cc1
E_HOMO (eV): -8.77



Entry 2:
ORCA calculation (the ωB97M-V functional and the def2-TZVPD basis) on a structure of composition C59H52IrN7OP2.

The geometry in XYZ format:
```
122
Properties=species:S:1:pos:R:3
Ir -0.2259 0.4674 -0.5079
C -0.1047 -3.7709 -0.4971
N 1.2088 -4.4093 -0.4484
C 2.4383 -3.6842 -0.5217
P 2.1344 -2.2114 0.5345
C 1.6948 -2.6500 2.2419
C 1.9071 -3.5233 3.2387
C 1.6625 -3.1773 4.6792
C 1.0204 -2.1957 5.3619
C 0.0193 -1.1333 4.8720
C 1.0272 -1.4320 2.6989
C 3.7494 -1.4496 0.8677
C 4.6046 -1.9160 1.8489
C 5.8077 -1.2787 2.1075
C 6.2033 -0.1173 1.3925
C 5.3718 0.4013 0.4664
C 4.0602 -0.1953 0.1349
C 1.2240 -5.8141 -0.2081
C 2.3645 -6.5675 -0.4795
C 2.3725 -7.9351 -0.2453
C 1.2462 -8.5782 0.2425
C 0.1077 -7.8345 0.4976
C 0.0923 -6.4612 0.2831
P -0.5283 -2.0168 -1.0737
C -0.0039 -1.9507 -2.7839
C 0.4058 -3.0676 -3.5052
C 0.8062 -2.9136 -4.8245
C 0.8340 -1.6448 -5.3838
C 0.4410 -0.5197 -4.6589
C -0.0119 -0.6829 -3.3460
C -2.3099 -2.4214 -1.1656
C -2.9269 -2.6537 -2.3957
C -4.2471 -3.0781 -2.4418
C -4.9622 -3.2704 -1.2679
C -4.3593 -3.0268 -0.0406
C -3.0383 -2.6040 0.0110
H -0.5708 -3.7819 0.5002
H -0.7488 -4.3717 -1.1421
H 2.6605 -3.3300 -1.5381
H 3.2878 -4.2575 -0.1613
H 2.3735 -4.4888 3.0662
H 2.1909 -3.8664 5.3309
H 1.1428 -2.2308 6.4407
H -0.8685 -1.2257 5.5102
H 1.7002 -0.7027 3.1466
H 4.3436 -2.8029 2.4102
H 6.4760 -1.6883 2.8573
H 7.1686 0.3332 1.5836
H 5.6836 1.2602 -0.1169
H 4.0932 -0.3965 -0.9487
H 3.2405 -6.1123 -0.9224
H 3.2666 -8.5031 -0.4663
H 1.2539 -9.6458 0.4119
H -0.7828 -8.3189 0.8760
H -0.8051 -5.9098 0.5274
H 0.3999 -4.0544 -3.0577
H 1.1009 -3.7747 -5.4088
H 1.1714 -1.5182 -6.4058
H 1.1916 0.7922 -6.1475
H -0.1342 1.3792 -2.9709
H -2.3769 -2.5193 -3.3183
H -4.7145 -3.2701 -3.3991
H -5.9875 -3.6143 -1.3074
H -4.9132 -3.1788 0.8770
H -2.5803 -2.4354 0.9807
N 0.0604 2.7234 2.2648
C 0.0776 1.4214 2.6818
C 0.4762 1.2939 4.1160
C 0.4868 0.2876 5.0019
C -0.2462 -1.5539 3.4737
C -0.2275 -0.8514 2.1614
N -0.2342 0.5326 1.8102
C -0.2290 3.2804 1.0177
C -0.4892 4.6526 1.0516
C -0.7304 5.3432 -0.1049
C -0.6815 4.6537 -1.3110
C -0.4247 3.3116 -1.2783
N -0.2168 2.5932 -0.1391
H 0.3053 3.4174 2.9533
H 0.8523 2.2361 4.5027
H 0.8678 0.5437 5.9863
H -0.7447 -2.5153 3.4143
H -0.7462 -1.4354 1.4207
H -0.4856 5.1628 2.0053
H -0.9472 6.4026 -0.0740
H -0.8510 5.1485 -2.2563
H -0.3840 2.7580 -2.1948
C -4.3720 0.5355 0.7347
C -5.0417 0.3648 -0.4731
C -4.3194 0.3694 -1.6429
C -2.9319 0.4998 -1.6145
N -2.2884 0.5799 -0.4300
C -3.0067 0.6418 0.7109
C -2.0720 0.6075 -2.8062
C -2.6170 0.9436 -3.9843
C -2.0709 1.3008 -5.3037
C -0.8576 1.2866 -5.8621
C 0.4822 0.8348 -5.3226
C -0.5727 0.4735 -2.5603
H -4.8988 0.5816 1.6769
H -6.1163 0.2395 -0.4985
H -4.8297 0.2667 -2.5885
H -2.4484 0.7828 1.6219
H -3.6958 1.0504 -3.9776
H -2.8480 1.6723 -5.9618
H -0.8207 1.6569 -6.8809
H 0.8575 1.6073 -4.6452
N 4.2160 2.6238 2.5090
C 3.4068 3.0820 1.5250
O 2.6865 4.0502 1.6450
C 3.3134 2.2855 0.2445
C 3.5517 2.8418 -0.9586
C 3.2212 2.0789 -2.1128
C 2.2889 1.0494 -1.9849
N 1.8310 0.6277 -0.8073
C 2.7913 0.8721 0.2843
H 4.3612 3.2213 3.3098
H 4.9018 1.9094 2.3313
H 3.9417 3.8479 -1.0536
H 3.5471 2.3863 -3.0974
H 1.8582 0.5990 -2.8699
H 2.3165 0.6672 1.2394
```

## Properties
2S+1: 2
Total charge: +3
Energy above the lowest of the compared OMol25 structures with the same formula, charge and spin (eV): 4.419
DFT total energy (Ha): -3524.05083
E_HOMO (alpha / beta) (eV): -13.97 / -13.96



Question: Which of these has the lowest energy above the lowest of the compared OMol25 structures with the same formula, charge and spin?
Answer: C17H21NO6